94
Properties=species:S:1:pos:R:3:mulliken_charge:R:1 method="wB97M-V/def2-TZVPD" gap_ha=0.2092 charge=0 multiplicity=1 relative_energy_kcal_mol=24.1
O 31.32200 17.22100 32.92600 -0.678
O 30.99300 28.33900 41.77100 -0.551
O 29.93000 21.14200 39.20200 -0.620
O 32.18500 26.12700 38.43700 -0.234
O 31.16600 25.52600 40.66000 -0.421
O 31.33000 21.55400 36.94000 -0.050
O 32.40100 32.80600 42.96700 -0.553
O 33.75900 24.93500 34.91300 -0.240
O 33.60000 16.85300 34.23000 -0.586
O 34.81400 31.76600 44.11800 -0.531
O 33.17800 27.36200 43.15000 -0.652
O 35.03300 24.91400 37.26700 -0.175
O 28.46900 25.45600 34.79600 -0.475
O 31.40000 18.45200 38.21600 -0.676
O 34.00900 21.48300 33.31700 -0.692
O 31.27200 20.72700 33.50900 -0.412
O 33.12500 27.85400 36.13500 -0.048
O 37.93300 24.26700 32.48600 -0.577
O 34.27400 28.55300 38.54500 -0.547
O 31.98700 32.57900 35.58100 -0.653
O 33.52800 33.29800 37.71300 -0.506
O 31.06000 25.57300 34.17500 -0.699
O 29.06600 19.00800 36.76900 -0.480
O 28.65200 20.69100 34.25900 -0.619
O 39.28200 24.85800 34.67500 -0.660
C 33.02600 29.09700 36.69400 0.447
C 31.39500 18.21200 36.98700 0.678
C 33.76900 30.97400 43.60300 0.454
C 31.12900 22.47300 37.67300 0.696
C 32.23800 30.17400 35.95100 -1.108
C 31.71500 24.90400 38.53900 0.026
C 31.29800 23.31300 33.82100 -0.115
C 35.77500 24.56700 33.64300 -1.138
C 34.72400 21.12900 34.24200 1.276
C 30.46600 23.37300 40.02900 -1.091
C 35.76200 25.06700 36.09300 0.492
C 32.48500 31.58200 36.23000 0.964
C 30.06900 17.91100 34.85800 -0.791
C 38.02200 24.74700 34.82800 1.058
C 34.06400 20.72500 35.59500 -0.244
C 30.49500 22.30700 38.97600 0.216
C 36.21800 21.01400 34.02800 -1.812
C 28.46600 22.87700 34.45500 -1.280
C 34.00700 29.52400 43.63400 -0.822
C 32.60000 17.38800 34.90100 0.246
C 31.06800 24.68300 39.83300 0.131
C 33.16400 28.64400 42.95900 0.962
C 32.58300 17.68800 36.31500 -1.122
C 32.62700 31.64500 43.00400 0.409
C 31.95200 29.28900 42.22900 0.403
C 33.92700 30.84800 38.21900 -0.889
C 31.74300 30.73600 42.28400 -0.622
C 31.31400 17.49600 34.13200 1.081
C 34.96200 24.94700 34.90100 0.326
C 33.26600 31.91700 37.37000 0.148
C 37.37800 25.27500 35.99000 -0.987
C 29.13700 24.30500 34.44200 -0.065
C 29.19100 21.79900 34.20600 0.564
C 30.48900 24.48100 34.12400 0.908
C 30.63300 21.84900 33.86800 0.574
C 31.72200 23.80400 37.38400 0.306
C 37.24300 24.49000 33.66300 0.073
C 33.84500 29.44900 37.84700 0.619
C 30.16400 18.41800 36.29900 0.861
H 33.19800 33.75800 36.98900 0.334
H 29.02000 26.09200 34.73400 0.279
H 32.29900 24.14900 36.51900 0.272
H 31.76300 30.13700 35.10600 0.565
H 36.58000 20.22700 34.34800 0.757
H 28.42200 18.98500 36.19600 0.355
H 30.76300 31.08500 41.91900 0.405
H 27.54400 23.01400 34.66400 0.811
H 32.61200 26.28100 37.55600 0.076
H 34.46100 31.20400 39.07100 0.533
H 37.87300 25.20600 36.92900 0.379
H 36.46500 21.24200 33.09100 0.413
H 29.89700 23.19100 40.95500 0.461
H 32.38800 23.57300 33.63700 0.291
H 33.31500 16.93700 33.29200 0.384
H 32.77000 27.81000 35.31000 0.129
H 31.56800 27.43800 41.87300 0.443
H 35.32000 24.39900 32.79000 0.791
H 33.69300 21.49200 36.19800 0.022
H 32.12200 20.91800 33.52800 0.205
H 35.59000 24.95900 38.04200 0.247
H 29.17300 17.88600 34.33900 0.420
H 33.46100 17.39700 36.93400 0.437
H 34.65200 20.02100 36.19300 0.496
H 34.91700 29.16000 44.14000 0.370
H 36.44300 21.86600 34.73200 0.165
H 34.87500 32.67600 43.70400 0.351
H 30.23400 20.49800 38.53100 0.148
H 33.13800 20.20100 35.32000 -0.406
H 38.92500 24.32700 32.54600 0.372

117
Properties=species:S:1:pos:R:3:mulliken_charge:R:1 method="wB97M-V/def2-TZVPD" gap_ha=0.2400 charge=0 multiplicity=1
P 6.45459 0.66953 -2.20202 0.810
P 0.48124 -3.34264 2.06885 0.802
P -6.13904 0.12523 -3.20512 0.800
F -2.70091 0.15586 0.89703 -0.135
F 1.41010 2.14589 2.75470 -0.465
O 0.86697 -2.55618 3.32168 -0.959
O -7.66234 0.15037 -3.31600 -0.891
O -4.55951 2.10723 2.30504 -0.521
O 6.51200 -0.62272 -1.38951 -0.878
O -0.60309 2.19314 0.17076 -0.495
N -5.85131 0.63161 -4.84069 0.192
N -2.70471 1.55334 0.96057 0.103
N 7.01406 -0.04536 -3.68096 0.177
N 1.49264 3.81322 6.15481 -0.674
N -4.40269 -0.07043 -3.05705 0.245
N 4.75471 0.90613 -2.06746 0.328
N 1.37319 -2.34257 0.96880 0.407
N 6.51089 2.21274 -3.03466 0.074
N 1.23194 -4.82203 2.53124 0.246
N -0.12181 -4.19388 0.65874 0.104
N -6.01174 1.34542 -1.99765 0.314
N -4.28158 0.81164 6.03291 -0.584
C -6.62235 -0.11733 -5.83389 -1.084
C -6.54984 2.68303 -2.18456 -1.112
C -3.83045 -1.24771 -3.69318 -0.996
C -2.45651 2.09768 4.78581 0.323
C -6.40502 0.84415 -0.67948 -1.138
C 2.76708 -2.54637 0.62852 -0.451
C -2.32580 2.01125 3.34102 -0.080
C 0.46543 -5.32606 -0.02415 -0.853
C -3.38451 1.91918 2.21168 0.141
C -3.87132 2.10523 5.44503 -0.669
C -5.76750 2.01617 -5.25922 -1.084
C 4.37864 1.38440 -0.73563 -1.296
C -1.29156 1.96182 1.11332 0.026
C 2.64892 -4.90820 2.84826 -1.045
C 0.20430 2.13294 3.39067 0.301
C -1.15221 -3.51134 -0.11207 -1.247
C 6.14658 -0.66500 -4.66250 -1.036
C 3.79485 -0.09180 -2.50887 -1.129
C 7.83277 2.79198 -3.22721 -1.144
C 1.13804 -0.91140 1.15224 -1.218
C -1.24424 2.25720 7.08714 -1.068
C 0.13239 2.21835 4.84553 0.454
C -3.42077 0.91789 -2.66497 -0.824
C -1.18021 2.18990 5.54562 0.895
C 8.21271 -0.87013 -3.52052 -1.072
C -1.69909 1.15160 7.73561 -0.877
C 5.47627 2.84211 -3.82623 -0.809
C -1.02337 2.03836 2.63106 0.765
C 0.46121 -5.51988 3.56045 -1.178
C 1.42184 2.36772 5.74756 -1.042
H 8.23489 2.54421 -4.21666 0.348
H -1.88152 0.22853 7.13149 0.256
H -3.45102 -1.01340 -4.69508 0.339
H 4.68018 3.24243 -3.19591 0.224
H 2.29046 2.19840 5.06862 0.408
H 3.31139 1.60850 -0.67224 0.448
H -3.89447 2.86294 6.27983 0.344
H 6.72404 -0.97971 -5.53694 0.369
H 3.26767 -4.69757 1.97840 0.303
H 1.38723 1.69395 6.63481 0.392
H -7.45605 0.53352 -0.66220 0.234
H 8.90493 -0.41845 -2.80923 0.314
H 3.83387 -0.23907 -3.58639 0.302
H 5.63786 -1.54920 -4.25743 0.354
H 5.86748 3.68866 -4.39667 0.407
H 3.08150 -1.82974 -0.13468 -0.263
H 0.34120 -6.24614 0.54986 0.239
H 0.54273 4.16074 6.32244 0.281
H -2.40034 0.58151 -2.86830 0.482
H -1.87949 1.15878 8.83314 0.297
H -4.96557 2.54497 -4.74659 0.242
H -6.36726 3.29755 -1.29697 0.318
H 8.74458 -0.96458 -4.47070 0.358
H 2.94845 -4.24782 3.66950 0.312
H 2.76941 0.24912 -2.33020 0.390
H -3.54096 1.86673 -3.19505 0.164
H 2.93509 -3.52437 0.18002 0.232
H -0.55651 -5.70850 3.20112 0.331
H -6.14397 -0.06028 -6.81516 0.347
H 4.62748 0.65314 0.04212 0.310
H 8.53156 2.41656 -2.47550 0.342
H 3.42196 -2.42061 1.50010 0.390
H -7.64769 0.26968 -5.92611 0.329
H 2.91953 -5.93314 3.12236 0.365
H 0.08881 -0.71576 1.38065 0.115
H -0.71854 -2.96331 -0.95708 0.375
H 0.89395 -6.49362 3.79935 0.381
H -0.01358 -5.50342 -0.99066 0.409
H -3.46392 1.11770 -1.59367 0.197
H -4.46687 0.89828 7.02971 0.300
H -5.78849 -0.02072 -0.41001 0.331
H 7.81101 3.87985 -3.11706 0.428
H 1.79292 4.29835 5.30117 0.316
H -5.51215 2.07860 -6.32147 0.379
H -0.90610 3.17732 7.61395 0.323
H -6.03425 3.21466 -2.98203 0.313
H -6.71648 2.54654 -5.10809 0.360
H -1.89734 -4.21569 -0.49272 0.502
H 3.92101 -1.05864 -2.01006 0.277
H -4.61630 2.42918 4.66481 0.355
H -3.62585 0.06148 5.83193 0.287
H 5.41006 0.03671 -5.05076 0.218
H 1.53105 -5.18978 -0.22671 0.240
H -1.69129 -2.79506 0.51335 0.336
H 0.39430 -4.93282 4.48359 0.306
H -6.68148 -1.17301 -5.56699 0.315
H -4.58124 -2.03586 -3.79267 0.351
H 1.74905 -0.50391 1.97143 0.385
H -3.01530 -1.66685 -3.09581 0.273
H 5.02748 2.15969 -4.55290 0.220
H -6.25112 1.59221 0.10050 0.340
H 1.37588 -0.35852 0.23956 0.426
H 7.96428 -1.87951 -3.16155 0.318
H 4.90874 2.31638 -0.51026 0.325
H -7.62680 2.69095 -2.38633 0.336